{
  "formula": "C56H100O34S8",
  "method": "ωB97M-V/def2-TZVPD",
  "symbols": ["S", "S", "S", "S", "S", "S", "S", "S", "O", "O", "O", "O", "O", "O", "O", "O", "O", "O", "O", "O", "O", "O", "O", "O", "O", "O", "O", "O", "O", "O", "O", "O", "O", "O", "O", "O", "O", "O", "O", "O", "O", "O", "C", "C", "C", "C", "C", "C", "C", "C", "C", "C", "C", "C", "C", "C", "C", "C", "C", "C", "C", "C", "C", "C", "C", "C", "C", "C", "C", "C", "C", "C", "C", "C", "C", "C", "C", "C", "C", "C", "C", "C", "C", "C", "C", "C", "C", "C", "C", "C", "C", "C", "C", "C", "C", "C", "C", "C", "H", "H", "H", "H", "H", "H", "H", "H", "H", "H", "H", "H", "H", "H", "H", "H", "H", "H", "H", "H", "H", "H", "H", "H", "H", "H", "H", "H", "H", "H", "H", "H", "H", "H", "H", "H", "H", "H", "H", "H", "H", "H", "H", "H", "H", "H", "H", "H", "H", "H", "H", "H", "H", "H", "H", "H", "H", "H", "H", "H", "H", "H", "H", "H", "H", "H", "H", "H", "H", "H", "H", "H", "H", "H", "H", "H", "H", "H", "H", "H", "H", "H", "H", "H", "H", "H", "H", "H", "H", "H", "H", "H", "H", "H", "H", "H", "H", "H", "H", "H"],
  "positions_angstrom": [[-1.5758, 3.9579, 2.2999], [3.6475, -0.0643, -2.5059], [-0.3851, 2.6638, 7.2774], [0.5224, -4.4894, 3.9458], [-3.3395, -0.2359, -4.1764], [2.0804, -4.3994, -5.8136], [5.1020, 1.1862, 4.2945], [-2.3519, -3.1295, -0.2581], [3.9366, 0.5847, 4.9968], [3.6851, -1.4715, -2.2080], [-5.1099, 3.1976, -2.1464], [1.3029, -0.0886, -0.1044], [-1.5518, 3.2559, 6.7271], [-0.0354, -4.7609, 2.6463], [-4.2335, -1.0734, 4.1217], [-0.7579, 5.6536, -1.2152], [0.1423, 3.1254, 8.5603], [-1.9391, -2.6504, -1.5873], [-0.4734, -4.3149, 4.9966], [-0.4035, 7.8870, -1.2002], [0.8125, -0.2461, 2.0328], [6.1484, -2.6540, 1.3787], [-2.1360, -0.4116, 3.8807], [3.9689, 0.9353, -1.5150], [2.3116, -5.6718, -6.4842], [-2.1671, -2.2798, 0.9158], [-0.3329, 3.3229, 2.7798], [-3.8303, 1.0596, 3.5628], [-1.2426, 2.7581, -6.0429], [2.6952, -1.2091, 1.2633], [0.0295, 2.2892, -4.2779], [-2.6498, 0.9658, -3.8034], [-1.6501, 3.7958, -4.1586], [-2.1165, 3.3285, 1.1278], [-6.2289, 2.3356, -0.3643], [6.4165, 1.1184, 4.8399], [6.2598, -4.7126, 0.5905], [1.0951, 6.4439, -2.0794], [-7.3456, 3.4765, -1.8988], [-4.2988, -0.6969, -3.1918], [2.6761, -3.2337, -6.4845], [7.1850, -4.2718, 2.5457], [5.5687, -2.5027, 0.0925], [5.5764, -3.9738, -0.4081], [-6.3360, 3.0610, -1.5034], [3.9545, 1.7465, 2.1044], [-4.1025, -3.6855, -0.3976], [-3.2026, -0.4150, -6.7449], [0.2720, -4.0734, -5.5223], [-3.9064, -3.5099, 4.1185], [-0.3021, 0.4316, 1.5014], [2.6031, -4.4755, -4.0879], [-2.9910, 5.6793, -5.0732], [-2.3162, 3.6429, -6.4253], [3.8841, 0.6398, -5.1686], [-3.4286, -2.2064, 4.6924], [-2.7889, 4.1610, -5.0185], [-0.6581, 0.8941, 7.3608], [-2.7737, 3.9802, 3.6323], [0.0028, -4.5106, -4.0956], [-2.4682, 5.3413, 4.2664], [1.0610, 5.0183, -2.4557], [4.7877, 0.2543, -3.9060], [0.8463, 1.1704, 5.3841], [-1.6153, -4.7395, 0.0275], [0.8671, 2.5861, 5.9394], [-3.4205, -0.0346, 3.8371], [2.4432, 0.1024, -4.8222], [-2.2453, -1.4527, -4.7413], [0.5953, 0.2754, 6.5796], [2.1060, 0.3376, -3.3782], [-2.6403, -1.7292, -6.1852], [-1.3079, 5.7266, 2.1101], [1.6940, -0.5321, 1.0863], [-4.1544, 2.5896, -1.2782], [-4.8225, 2.2389, -0.0107], [-4.0782, -5.1731, 0.0374], [-0.8573, 2.8756, -4.7971], [1.7857, -3.1450, 3.9080], [-0.0456, 6.7747, -1.4737], [4.4318, 3.1027, 2.6263], [1.2868, -4.2383, -3.2745], [-4.1940, 0.1150, -5.7193], [-0.7797, 0.6956, -1.1029], [-2.0236, -1.7844, 4.2261], [6.5899, -3.9044, 1.5609], [-2.6766, -5.6535, -0.4383], [0.1853, 0.8059, 0.0387], [4.5616, 2.9130, 4.1859], [3.0688, -3.8811, 4.4902], [-2.3389, 6.3799, 3.0521], [2.4541, 4.4141, -2.2839], [4.9749, 0.7068, 2.5892], [1.7156, -5.8955, 4.4059], [0.0798, 4.5075, -1.4743], [-4.4625, 0.8775, 0.5111], [4.1561, -4.4369, -0.6211], [3.0867, -5.3146, 3.9884], [1.9220, 1.3812, -3.2080], [-1.9862, 7.3261, 3.4374], [-1.7748, -2.1644, -6.7110], [0.3490, -0.7841, 6.3701], [-3.6648, 1.7481, -1.7124], [-1.5518, 0.5998, 6.8191], [-1.3603, -0.2616, -1.0697], [1.4770, 0.3149, 7.2712], [-4.9199, -5.6691, -0.4846], [-1.3602, -1.9613, 5.0896], [3.2663, -3.6270, -3.9261], [-2.5472, -6.6293, -0.0224], [-3.1894, -4.3441, 4.4343], [5.3297, -0.6377, -4.0946], [4.5296, -2.2746, 0.2977], [-1.2957, -0.8985, -4.5372], [0.6736, 3.4341, 5.2927], [-3.2457, 5.5923, 4.9622], [-2.4395, 0.3846, -6.8238], [-1.3848, 6.0105, 1.0779], [-4.9075, -3.7300, 4.4570], [3.6610, -3.6649, -1.2075], [0.0914, 1.0271, 4.6146], [-1.1187, -0.2257, 1.4583], [3.7350, -4.5112, 0.3602], [3.7666, 1.7114, -5.4600], [-0.3030, 5.9153, 2.5939], [3.2738, 4.8939, -2.8295], [1.5847, -5.9318, 5.5220], [0.1839, -3.0135, -5.6038], [-0.6165, -4.7174, -0.4932], [5.1526, 3.6666, 4.6501], [-5.1140, -0.4902, -5.6523], [-0.8181, -3.8991, -3.7358], [-0.6414, 0.5570, 8.3886], [1.4074, -6.8393, 3.9012], [3.9485, -5.4237, -1.0710], [-4.5537, 2.9406, 0.8007], [3.6106, 2.8516, 4.6198], [-2.5370, 3.0665, 4.1611], [0.5898, 4.1356, -0.5387], [3.3107, -5.3578, 2.9329], [-4.5054, 1.1399, -5.8044], [3.2407, -3.8169, 5.5703], [3.9754, 1.7314, 1.0051], [1.2883, -0.2780, -2.9656], [-4.1580, -5.3094, 1.1771], [1.8449, 0.9167, 4.9133], [-0.3251, 0.9756, -2.0150], [1.7119, 0.6211, -5.3769], [-0.5914, 1.2307, 2.1467], [4.6231, -0.3500, 2.4827], [-2.3517, -2.3204, -4.0940], [-3.7895, 4.0041, 3.1572], [1.2325, -3.1280, -3.1314], [-2.5870, -5.7491, -1.5124], [-1.4613, -4.6649, 1.1036], [-0.3017, -4.6737, -6.2725], [-1.4393, 1.5579, -0.8867], [-4.6546, -2.9524, 0.1870], [-3.0751, 2.9630, -6.8560], [-3.9503, -3.4940, 3.0408], [-3.4001, 0.8696, 0.5621], [2.9963, 1.5338, 2.4736], [-1.9915, 6.0374, -5.1401], [-4.8992, 0.6594, 1.4635], [-4.6329, 0.0139, -0.1559], [-0.5835, 3.7476, -1.8461], [-3.3510, 6.6098, 2.5886], [2.3959, -0.9930, -5.1125], [2.3683, 3.3331, -2.5080], [-3.4111, -2.5390, -6.1692], [1.8789, 2.7788, 6.2645], [-1.5341, 5.2641, 4.8559], [-1.9331, 4.3991, -7.1133], [5.4371, 1.0389, -3.5177], [0.6615, 1.7942, -0.0372], [-3.6575, 3.5994, -4.7409], [3.7547, 3.9269, 2.4140], [-3.3073, 3.2691, -1.1761], [-1.5602, -2.3425, 3.4983], [-3.3890, 6.1303, -4.1823], [5.9551, 0.9864, 2.2012], [3.9104, -3.3405, 4.0670], [-4.2777, -3.5890, -1.4822], [4.3064, 0.2243, -6.0563], [-0.3299, -5.5343, -4.0916], [3.7982, -5.9090, 4.5947], [-3.6219, -0.4131, -7.6959], [1.4465, -2.2913, 4.5196], [6.0095, -1.7947, -0.5667], [1.9281, -2.8512, 2.8758], [0.7333, 4.8794, -3.4602], [1.3120, -4.6439, -2.2855], [5.3976, 3.4064, 2.2575], [-3.5337, -2.1531, 5.8279], [6.0561, -4.1048, -1.3976], [-3.4916, 5.9877, -5.9526], [2.6819, 4.5028, -1.1875], [3.0533, -5.4517, -4.0009]],
  "energy_ev": -215988.75785,
  "de_lowest_kj_mol": 42.8,
  "homo_ev": -10.02,
  "charge": 0
}